One molecule with the formula C4H5N3O. Source: the Open Molecules 2025 dataset; level of theory: wB97M-V/def2-TZVPD.

Last columns: bonded neighbours and bond lengths (Å).
Element x y z (Å)
1 C 0.2320 0.1077 -0.2119  N7 1.288, C10 1.404, C13 1.580
2 C -1.0816 -1.5033 -0.0842  N7 1.356, N9 1.385, H11 1.125
3 H -0.8979 2.3946 -0.5911  N12 1.125
4 O 2.7513 -0.0774 -0.0601  H5 1.049, C13 1.412
5 H 2.6383 -1.1126 0.0671  O4 1.049
6 H 1.5812 0.8858 1.4500  C13 1.206
7 N 0.2298 -1.1801 -0.2012  C1 1.288, C2 1.356
8 H 1.7584 1.7445 -0.4114  C13 1.247
9 N -1.9918 -0.5395 0.3165  C2 1.385, C10 1.476
10 C -1.0764 0.5734 -0.0045  C1 1.404, N9 1.476, N12 1.285
11 H -1.3671 -2.5820 0.0612  C2 1.125
12 N -1.6485 1.7206 -0.0931  H3 1.125, C10 1.285
13 C 1.6178 0.7026 0.2588  C1 1.580, O4 1.412, H6 1.206, H8 1.247

The total energy comes out at -394.80101 hartree. Its SMILES is [H]/N=C1/N=CN=C1CO. The calculation puts the gap between HOMO and LUMO at 8.6079 eV. Its energy relative to the best compared isomer or geometry (same formula, charge and spin) is 4.5319 eV.